No. 1
{
  "formula": "C12H15BrNO5P",
  "method": "ωB97M-V with the def2-TZVPD basis set",
  "smiles": "CCOP(=O)(OCC)[C@@]1(O)C(=O)Nc2ccc(Br)cc21",
  "homo_lumo_gap_ha": 0.33413,
  "homo_ev": -8.61,
  "elements": ["C", "C", "O", "P", "O", "O", "C", "C", "C", "O", "C", "O", "N", "C", "C", "C", "C", "Br", "C", "C", "H", "H", "H", "H", "H", "H", "H", "H", "H", "H", "H", "H", "H", "H", "H"],
  "coordinates": [[0.5469, 2.5000, -1.7222], [0.6505, 3.1761, -0.3672], [-0.1687, 2.5175, 0.6004], [0.4766, 1.3155, 1.4616], [1.8177, 0.9084, 1.0716], [0.4562, 1.7967, 2.9778], [-0.5014, 2.6439, 3.6227], [-1.2388, 1.8847, 4.7134], [-0.8189, -0.0410, 1.3313], [-0.6418, -0.9229, 2.3884], [-2.1770, 0.6462, 1.2129], [-2.8215, 1.1543, 2.0985], [-2.5179, 0.6194, -0.1068], [-1.6287, -0.1316, -0.8598], [-1.6546, -0.4322, -2.2078], [-0.6381, -1.2316, -2.7115], [0.3604, -1.7063, -1.8748], [1.7250, -2.7993, -2.6122], [0.3991, -1.4060, -0.5181], [-0.6128, -0.6139, -0.0265], [-0.4885, 2.4627, -2.0520], [1.1335, 3.0522, -2.4510], [0.9316, 1.4856, -1.6516], [1.6890, 3.1668, -0.0262], [0.2848, 4.2055, -0.4082], [-1.2027, 3.0454, 2.8887], [0.0787, 3.4653, 4.0542], [-0.5295, 1.3507, 5.3416], [-1.9477, 1.1861, 4.2762], [-1.7915, 2.5894, 5.3283], [-0.6096, -0.4217, 3.2150], [-3.3704, 1.0234, -0.4637], [-2.4349, -0.0629, -2.8542], [-0.6235, -1.4879, -3.7593], [1.1832, -1.7689, 0.1255]]
}

=====

No. 2
{
  "formula": "C12H15Cl16NO4S",
  "method": "ωB97M-V with the def2-TZVPD basis set",
  "smiles": "CN(C)C(=O)C[C@@H]1CCS(=O)(=O)OC1.ClC(Cl)(Cl)Cl.ClC(Cl)(Cl)Cl.ClC(Cl)(Cl)Cl.ClC(Cl)(Cl)Cl",
  "relative_energy_kj_mol": 40.3,
  "homo_lumo_gap_ha": 0.33587,
  "homo_ev": -9.26,
  "elements": ["C", "N", "C", "C", "O", "C", "C", "C", "C", "S", "O", "O", "O", "C", "H", "H", "H", "H", "H", "H", "H", "H", "H", "H", "H", "H", "H", "H", "H", "Cl", "C", "Cl", "Cl", "Cl", "Cl", "C", "Cl", "Cl", "Cl", "Cl", "C", "Cl", "Cl", "Cl", "Cl", "C", "Cl", "Cl", "Cl"],
  "coordinates": [[-3.6369, 3.1046, -2.6082], [-3.0938, 1.7533, -2.7092], [-3.9933, 0.8126, -3.3889], [-1.7787, 1.7320, -3.2222], [-1.4074, 2.5034, -4.0205], [-0.8029, 0.7084, -2.6711], [-1.3906, -0.1575, -1.5550], [-1.2137, 0.4586, -0.1674], [-1.4825, -0.6029, 0.9429], [-2.4351, -1.9972, 0.3515], [-2.5647, -3.0156, 1.3161], [-3.6971, -1.4767, -0.0342], [-1.7322, -2.5232, -0.9876], [-0.7864, -1.5743, -1.5125], [-4.5745, 3.0334, -2.0586], [-2.9600, 3.6824, -1.9880], [-3.8185, 3.5893, -3.5689], [-4.7007, 1.2997, -4.0591], [-4.5225, 0.2317, -2.6335], [-3.4340, 0.0884, -3.9805], [-0.3915, 0.1253, -3.4894], [0.0000, 1.3086, -2.2438], [-2.4494, -0.3027, -1.7448], [-0.2004, 0.8199, -0.0859], [-1.8887, 1.3053, -0.0763], [-2.0078, -0.0897, 1.7328], [-0.4922, -0.9400, 1.2611], [-0.4738, -1.8601, -2.5116], [0.1158, -1.6559, -0.8874], [-1.4732, -3.0976, 4.5259], [0.2007, -2.6757, 4.1744], [1.2051, -2.9940, 5.5938], [0.7812, -3.6389, 2.8095], [0.2998, -0.9561, 3.7561], [2.0805, -0.3704, -0.2810], [3.3579, 0.8296, -0.5517], [4.4126, 0.2732, -1.8526], [2.6211, 2.3724, -0.9984], [4.2984, 1.0339, 0.9294], [3.2283, -6.1807, 7.2607], [3.3518, -5.1091, 8.6598], [2.2738, -5.6791, 9.9378], [5.0164, -5.0981, 9.2518], [2.8856, -3.4701, 8.1846], [4.0970, 4.5834, -4.0508], [5.4561, 4.8807, -2.9600], [5.3920, 6.5481, -2.3782], [5.3529, 3.7732, -1.5874], [6.9753, 4.6145, -3.8234]]
}

=====

No. 3
{
  "formula": "C12H15MnN4O3PS3",
  "method": "ωB97M-V with the def2-TZVPD basis set",
  "relative_energy_kj_mol": 64.1,
  "spin_multiplicity": 6,
  "homo_lumo_gap_ha": [0.26395, 0.26162],
  "homo_ev": [-7.72, -7.90],
  "s2": 8.765,
  "elements": ["Mn", "S", "C", "C", "C", "C", "N", "C", "C", "C", "S", "C", "N", "H", "H", "C", "O", "P", "O", "C", "O", "C", "H", "H", "H", "H", "H", "H", "H", "H", "H", "N", "C", "N", "S", "H", "H", "H", "H"],
  "coordinates": [[-1.1277, -0.1171, -2.0183], [-2.6189, 0.2130, -3.7119], [-3.9868, -0.4590, -2.9463], [-5.2247, -0.5152, -3.5861], [-6.3425, -1.0072, -2.9811], [-7.6039, -0.8156, -3.5561], [-8.6056, -0.4827, -4.0141], [-6.3466, -1.5536, -1.6739], [-5.1058, -1.6148, -1.0302], [-3.9696, -1.0082, -1.5456], [-2.6195, -0.8760, -0.4176], [-7.5160, -2.0827, -1.0488], [-8.5930, -2.2974, -0.6106], [-5.4418, -0.1173, -4.5586], [-5.0969, -2.0593, -0.0605], [3.3783, 4.6317, 2.2180], [3.9017, 3.5315, 2.9559], [3.7933, 2.0550, 2.2334], [5.0026, 2.2306, 1.1553], [6.0458, 1.3353, 0.7683], [4.6864, 1.2250, 3.3095], [4.1678, 1.3021, 4.6817], [2.3317, 4.4774, 1.8763], [3.9810, 4.8450, 1.2824], [3.4096, 5.4903, 2.9294], [6.9664, 1.6821, 1.2670], [6.1318, 1.3936, -0.3227], [5.8624, 0.3368, 1.1414], [3.2389, 0.6955, 4.7903], [4.0400, 2.2928, 5.0654], [4.8588, 0.7715, 5.3652], [-0.0688, -3.1042, -0.3748], [0.9987, -2.6493, -1.0549], [2.2141, -3.2790, -1.0731], [0.9064, -1.1490, -1.8736], [-0.2617, -4.0846, -0.2162], [-0.8201, -2.4118, -0.3353], [2.4772, -4.0341, -0.4364], [2.9572, -2.7910, -1.5928]]
}

=====

What is the formula in the third record? C12H15MnN4O3PS3